No. 1
Formula: C16H36AuN5O3P2SSi
Source: the Open Molecules 2025 dataset
Level of theory: ωB97M-V/def2-TZVPD

Total charge: +2
HOMO in eV: -14.744
Molar mass in g mol⁻¹: 665.6
Energy above the lowest of the compared OMol25 structures with the same formula, charge and spin in eV: 0.264
LUMO in eV: -7.85
Kohn-Sham gap in eV: 6.898

Positions of all 65 atoms, in Å:
1 Au -0.2220 0.6368 1.0081
2 C -0.8754 -0.0939 -3.4941
3 N -1.3611 0.7208 -2.3753
4 C -2.6626 0.3201 -1.8374
5 P -0.5572 1.9771 -1.7660
6 O -0.6439 2.1501 -0.2591
7 O 1.0111 1.6929 -2.0433
8 P 2.1930 1.2556 -1.0125
9 O 1.7732 1.2042 0.4472
10 N 2.6066 -0.2268 -1.5305
11 C 3.0507 -0.4100 -2.9144
12 C 2.9516 -1.3264 -0.6269
13 N 3.2506 2.4564 -1.2571
14 C 3.5204 3.0761 -2.5569
15 C 4.3382 2.6261 -0.2815
16 N -0.9779 3.3511 -2.4827
17 C -0.7182 4.6563 -1.8580
18 C -1.2311 3.4105 -3.9261
19 H -1.6460 -0.1461 -4.2639
20 H -0.6465 -1.1065 -3.1568
21 H 0.0213 0.3402 -3.9292
22 H -3.4114 0.3276 -2.6304
23 H -2.9883 1.0091 -1.0588
24 H -2.6004 -0.6897 -1.4321
25 H 2.7274 0.4207 -3.5395
26 H 2.6167 -1.3263 -3.3154
27 H 4.1382 -0.4877 -2.9719
28 H 2.7239 -1.0550 0.4001
29 H 4.0146 -1.5615 -0.7024
30 H 2.3809 -2.2172 -0.8938
31 H 2.6853 2.9344 -3.2368
32 H 4.4243 2.6624 -3.0089
33 H 3.6675 4.1464 -2.4118
34 H 4.0908 2.1340 0.6561
35 H 4.4742 3.6888 -0.0849
36 H 5.2755 2.2179 -0.6650
37 H -0.5153 4.5375 -0.7976
38 H -1.6011 5.2824 -1.9766
39 H 0.1309 5.1488 -2.3355
40 H -1.5223 2.4354 -4.3081
41 H -0.3460 3.7585 -4.4622
42 H -2.0487 4.1058 -4.1108
43 C -3.3101 -4.2006 2.1962
44 Si -2.8617 -3.3075 3.7685
45 C -2.6294 -4.4547 5.2080
46 C -4.0971 -1.9692 4.1569
47 C -1.1742 -2.4424 3.4406
48 C 0.0018 -2.7686 4.1262
49 C 1.2138 -2.1098 3.9105
50 C 1.2762 -1.0987 2.9796
51 N 0.1549 -0.7973 2.3099
52 C -1.0079 -1.4199 2.5285
53 S -2.1205 -0.5983 1.4186
54 H -4.2601 -4.7228 2.3261
55 H -2.5584 -4.9434 1.9232
56 H -3.4282 -3.5165 1.3520
57 H -3.5829 -4.9453 5.4157
58 H -2.3352 -3.9242 6.1155
59 H -1.9003 -5.2433 5.0132
60 H -5.0552 -2.4333 4.4015
61 H -4.2763 -1.2885 3.3227
62 H -3.7897 -1.3714 5.0167
63 H -0.0258 -3.5634 4.8620
64 H 2.1030 -2.3778 4.4624
65 H 2.1717 -0.5398 2.7483

Cartesian forces, eV/Å:
0.8424 -0.2566 -0.4914
0.0500 -0.0454 0.0571
0.4065 -0.2818 0.0487
-0.1716 0.1366 -0.1601
0.3661 0.2808 -0.3405
-1.0961 -0.1159 0.3788
0.0240 -0.2905 0.1216
-0.2024 0.3775 -0.3881
-0.1891 -0.1553 -0.0377
-0.0084 -0.1267 0.2140
0.0256 -0.0204 -0.0214
-0.0331 -0.0150 -0.0613
0.0881 -0.0089 0.1859
-0.0292 0.0353 -0.0222
0.0513 -0.0353 -0.0274
-0.0288 0.0742 0.1903
0.0975 0.0179 -0.0141
-0.0949 -0.0027 0.0045
0.0081 0.0109 -0.0099
-0.0228 -0.0080 -0.0044
-0.0021 -0.0016 0.0035
0.0034 0.0522 -0.0003
0.0145 -0.0045 0.0052
0.0074 -0.0083 0.0152
-0.0064 0.0030 0.0037
-0.0109 0.0036 -0.0006
0.0008 0.0103 0.0149
0.0111 -0.0035 -0.0181
0.0089 0.0135 0.0264
0.0041 -0.0084 -0.0127
-0.0088 0.0059 0.0045
-0.0026 -0.0155 0.0062
0.0012 -0.0012 0.0133
-0.0076 0.0246 0.0119
-0.0144 0.0039 0.0024
-0.0066 -0.0101 -0.0085
-0.0137 -0.0034 0.0021
-0.0037 -0.0036 -0.0060
0.0019 -0.0049 -0.0034
-0.0055 -0.0063 0.0015
0.0035 -0.0008 0.0053
0.0018 0.0033 0.0054
0.0705 -0.0071 -0.0164
-0.1505 -0.0051 -0.0319
0.0690 -0.0042 -0.0209
0.0443 0.0353 0.0127
0.0703 -0.0085 0.0747
-0.0480 0.0038 -0.0259
0.0414 0.0117 -0.0278
0.0015 -0.0680 0.0731
0.1236 -0.0050 0.1101
-0.0692 0.0296 -0.1091
-0.1295 0.3671 0.2140
-0.0061 0.0033 -0.0048
-0.0078 -0.0120 0.0066
-0.0095 0.0064 0.0036
0.0010 -0.0045 0.0112
-0.0028 0.0016 0.0048
-0.0004 -0.0039 -0.0062
-0.0023 0.0054 0.0090
-0.0011 -0.0014 -0.0176
-0.0123 -0.0093 0.0141
-0.0052 0.0129 0.0173
-0.0046 -0.0166 0.0007
-0.0315 0.0496 0.0144

=====

No. 2
Formula: C6H12O
Source: the Open Molecules 2025 dataset
Level of theory: ωB97M-V/def2-TZVPD

HOMO (spin up / spin down) in eV: -8.805 / -8.217
Molar mass in g mol⁻¹: 100.2
Energy above the lowest of the compared OMol25 structures with the same formula, charge and spin in eV: 5.326
LUMO (spin up / spin down) in eV: -0.36 / -0.67
Kohn-Sham gap (spin up / spin down) in eV: 8.449 / 7.545

Positions of all 19 atoms, in Å:
1 C -0.8034 1.6491 2.6742
2 C -0.8108 1.6631 1.1434
3 O -1.7412 0.9373 0.5615
4 C 0.0218 -0.3974 -0.1551
5 C 0.6080 -1.5105 -0.8504
6 C 1.5378 -1.1972 -2.0233
7 C 0.1871 -1.7103 -2.3123
8 H 0.0605 2.1885 3.0797
9 H -1.7214 2.1109 3.0510
10 H -0.7774 0.6165 3.0433
11 H 0.2605 1.1981 0.8484
12 H -0.6957 2.6901 0.7354
13 H -0.2479 0.4772 -0.7227
14 H -0.3346 -0.5242 0.8513
15 H 0.8191 -2.4078 -0.2773
16 H 1.7479 -0.1469 -2.2038
17 H 2.3886 -1.8620 -2.1329
18 H -0.5672 -1.0296 -2.6949
19 H 0.0683 -2.7452 -2.6155

Cartesian forces, eV/Å:
-0.0579 -0.0333 0.0934
0.3199 0.1089 0.1211
-0.2398 0.1545 0.0186
0.0466 -0.2830 -0.1724
-0.0518 -0.0134 0.2621
0.1664 0.0415 -0.0981
-0.1283 -0.0656 -0.1608
-0.1257 -0.0496 -0.0732
0.1227 -0.0399 -0.0257
-0.0019 0.1451 -0.0742
-0.2135 0.1629 0.0646
-0.0656 -0.1347 0.0407
0.1168 -0.0963 0.0540
0.1435 0.0215 -0.0785
-0.0171 0.1137 -0.1325
-0.0540 -0.1829 0.0415
-0.1479 0.0939 0.0062
0.1439 -0.1009 0.0862
0.0438 0.1577 0.0273

=====

No. 3
Formula: C3H3Cl2F
Source: the Open Molecules 2025 dataset
Level of theory: ωB97M-V/def2-TZVPD

HOMO in eV: -8.917
Molar mass in g mol⁻¹: 129.0
Energy above the lowest of the compared OMol25 structures with the same formula, charge and spin in eV: 3.908
LUMO in eV: 0.43
Kohn-Sham gap in eV: 9.342

Positions of all 9 atoms, in Å:
1 C 0.5637 -0.6934 1.1031
2 C 1.1697 0.2325 0.3954
3 C -1.3326 0.6716 -1.6789
4 F -1.8215 1.1463 -0.5233
5 Cl 0.6629 0.7930 -1.1357
6 Cl -1.5885 -1.0642 -1.7854
7 H -0.4876 -0.8981 0.8653
8 H 0.7068 -0.8693 2.1475
9 H 2.1272 0.6817 0.6118

Cartesian forces, eV/Å:
-2.5649 1.0322 0.2721
1.4087 -0.4297 0.4501
-0.8429 1.0810 -0.5063
-0.5077 -0.6716 -0.0932
1.2164 0.3612 -0.6599
-0.4531 -0.5430 0.3442
0.5601 -0.5217 -0.4836
1.1185 -0.2890 0.3190
0.0649 -0.0195 0.3575

=====

No. 4
Formula: C40H55KN3O3S
Source: the Open Molecules 2025 dataset
Level of theory: ωB97M-V/def2-TZVPD

Total charge: -1
HOMO (spin up / spin down) in eV: -4.453 / -4.457
Molar mass in g mol⁻¹: 697.1
Energy above the lowest of the compared OMol25 structures with the same formula, charge and spin in eV: 2.159
LUMO (spin up / spin down) in eV: 1.00 / 1.01
Kohn-Sham gap (spin up / spin down) in eV: 5.456 / 5.462

Positions of all 103 atoms, in Å:
1 K 1.2632 -1.0856 -0.2653
2 C -3.3310 5.3409 -1.4279
3 C -2.0511 5.7586 -0.6698
4 C -2.4191 5.9323 0.8829
5 C -1.3831 7.0123 -1.2627
6 C -1.1454 4.5846 -0.7987
7 C -1.5827 3.2642 -0.8465
8 C -0.6559 2.1899 -0.7828
9 N -0.9502 0.9196 -0.4607
10 C -2.1219 0.3177 -0.0762
11 C -3.2163 0.9950 0.4467
12 C -4.4410 0.3112 0.5931
13 C -4.4844 -1.0378 0.1933
14 C -3.3791 -1.7065 -0.2226
15 C -2.1109 -1.1056 -0.0601
16 O -0.9932 -1.7469 0.0334
17 C -3.5597 -3.1684 -0.4951
18 C -4.7706 -3.3842 -1.4916
19 C -3.9321 -3.8651 0.8404
20 C -2.3522 -3.7379 -1.1855
21 C -5.7586 1.0654 0.9988
22 C -6.4633 1.5332 -0.2944
23 C -5.5029 2.2191 1.9757
24 C -6.6722 0.1091 1.7942
25 C 0.8190 2.4325 -0.9098
26 O 1.5873 1.4655 -1.1711
27 C 1.1964 3.7876 -0.6613
28 C 0.2448 4.7730 -0.6928
29 C 2.6919 4.0366 -0.3712
30 C 3.6673 3.7143 -1.5233
31 C 3.0686 3.0561 0.7530
32 C 2.8617 5.5186 0.0738
33 H -4.1650 6.0280 -1.2251
34 H -3.6560 4.2969 -1.2999
35 H -3.1589 5.4293 -2.5194
36 H -3.2558 6.6187 0.9287
37 H -1.5810 6.2681 1.4690
38 H -2.8411 4.9418 1.2744
39 H -2.0946 7.7753 -1.4665
40 H -0.9031 6.7738 -2.2242
41 H -0.6522 7.4257 -0.5594
42 H -2.6623 3.0063 -0.9687
43 H -3.1980 2.0369 0.7546
44 H -5.4005 -1.6365 0.2007
45 H -5.7705 -3.1801 -1.0620
46 H -4.8961 -4.3938 -2.0110
47 H -4.6974 -2.6599 -2.3553
48 H -4.9452 -3.5643 1.1244
49 H -3.2632 -3.5660 1.6475
50 H -3.8677 -4.9592 0.6538
51 H -2.1486 -3.1692 -2.1053
52 H -2.5096 -4.8423 -1.4306
53 H -1.5251 -3.6898 -0.4717
54 H -6.0064 2.4532 -0.7270
55 H -7.4905 1.7062 -0.1570
56 H -6.4241 0.7765 -1.1187
57 H -5.3381 3.1320 1.3382
58 H -4.5843 2.1553 2.5929
59 H -6.4251 2.4593 2.5429
60 H -7.1594 -0.6961 1.1672
61 H -7.4811 0.7074 2.2756
62 H -6.0306 -0.4335 2.5195
63 H 0.5623 5.8002 -0.6052
64 H 3.3815 2.7298 -1.8927
65 H 4.6821 3.6801 -1.0249
66 H 3.5093 4.3779 -2.3503
67 H 3.2677 2.0618 0.3395
68 H 2.2568 2.9203 1.4855
69 H 3.9342 3.3576 1.3498
70 H 2.8064 6.2025 -0.8011
71 H 3.8850 5.7228 0.5302
72 H 2.1388 5.7535 0.8467
73 C 8.0338 -4.3282 0.3205
74 C 6.9666 -3.9574 1.2802
75 N 6.3121 -2.6749 1.0214
76 C 7.0697 -1.4034 0.9505
77 C 6.8226 -0.6108 -0.3534
78 C 4.9391 -2.6563 0.8768
79 S 4.1391 -1.1931 1.0221
80 N 4.3134 -3.8723 0.6382
81 C 3.2876 -4.0225 -0.1725
82 O 2.7107 -3.1403 -0.8617
83 C 2.6613 -5.4044 -0.1183
84 C 3.3993 -6.5181 0.3191
85 C 2.8531 -7.7381 0.5054
86 C 1.4794 -7.9458 0.1864
87 C 0.7308 -6.8829 -0.2195
88 C 1.2572 -5.5952 -0.3613
89 H 8.0982 -5.4732 0.2855
90 H 9.0629 -4.0280 0.5924
91 H 7.7554 -3.9836 -0.7193
92 H 7.2659 -3.8520 2.3913
93 H 6.1729 -4.7312 1.1938
94 H 8.1397 -1.6025 1.1515
95 H 6.6931 -0.8511 1.8594
96 H 6.2694 -1.2384 -1.0616
97 H 7.7388 -0.2279 -0.7650
98 H 6.2131 0.3139 -0.0967
99 H 4.4603 -6.4096 0.5466
100 H 3.3730 -8.5415 1.0900
101 H 1.0027 -8.9311 0.2930
102 H -0.3391 -6.9691 -0.4226
103 H 0.7017 -4.8369 -0.9530

Cartesian forces, eV/Å:
0.8678 0.2937 -0.2415
-0.4548 1.0268 -1.0173
-1.0824 -0.7119 0.7071
-0.9625 -1.5405 -1.5207
0.1147 -0.6406 0.1785
-0.3013 -2.5381 0.0879
-0.7601 1.3170 -0.1652
-0.2013 -1.9070 0.8298
0.0800 0.2880 -0.2881
1.8730 2.3217 -0.0663
-3.2027 -0.3334 0.2450
0.1877 1.7849 0.2717
-0.4087 0.3723 -0.3215
-0.7408 -0.7534 0.5297
3.1731 -1.4315 -0.3763
-2.7726 0.8839 0.0748
-1.5756 -0.8899 -0.7320
-0.6425 0.3053 -1.3328
0.4136 -0.5448 -0.8210
0.4150 -1.9988 0.2193
0.6338 -1.2839 0.1956
1.5225 -0.2383 -1.0889
0.3230 1.9617 -1.2786
-0.4269 -1.0120 -0.5249
-0.7443 -2.5978 -0.6126
-0.7851 1.8184 0.4334
1.1911 0.9856 -0.4384
1.3885 -0.3012 0.3530
-0.1275 0.6849 0.4163
-0.3325 -0.6819 1.1787
-0.2457 -0.3776 0.8430
1.6960 -0.2135 -0.0416
0.0776 -0.2194 0.1538
-0.0124 0.8648 0.3835
0.1034 -0.0189 0.3998
-0.0223 0.5020 0.2481
0.2928 0.0571 0.2667
0.8680 1.2500 -0.4769
-0.8098 0.7352 -0.0430
0.0043 0.0267 0.3688
-0.0214 -0.0387 -0.2561
1.3982 0.0905 0.3248
0.3111 -0.1547 -0.2301
0.0969 0.6724 0.1159
0.5008 -0.0703 0.0925
0.7128 0.9577 1.0894
0.1380 -0.5862 0.8282
0.0977 -0.2607 0.0090
0.1629 -0.1669 -0.0621
-0.2190 0.5030 0.4802
0.2005 -0.2872 0.3281
0.0138 1.3463 0.0713
0.0962 0.0028 -0.6627
-0.1698 -0.5258 0.4221
-1.5157 0.4972 0.4769
0.2149 0.3102 0.8199
0.0302 -0.4911 0.6346
-0.8093 -0.4058 -0.0575
0.7383 -0.2377 0.0132
0.4604 0.8995 0.4875
0.5460 -0.6852 -0.1622
-0.6398 0.4465 -0.0142
0.2621 -0.0661 0.0803
0.4246 -0.1514 0.1032
-0.8309 0.2637 -1.1975
0.5495 0.7503 -0.3800
0.0042 0.2566 0.0974
0.0814 0.1458 -0.2124
0.1263 0.2240 -0.3221
-0.3326 -0.3072 0.5793
-1.0710 -0.5360 -0.5704
-0.1882 0.3068 0.0158
1.2590 -1.7083 -1.2997
-1.1390 0.5898 2.0660
-0.7005 -0.4675 -1.0432
-0.7123 -0.1912 1.5772
-0.8854 1.0111 1.1698
-0.4004 -0.8409 -0.7373
-0.2908 0.4479 0.4249
1.8487 0.6701 0.6087
-1.4217 1.2140 -0.1805
0.4036 -1.0034 0.0103
-1.4387 -0.5608 0.0122
1.0802 1.4251 0.0867
-1.8951 -2.2747 0.8038
1.0413 -0.7652 0.7985
-1.1010 1.1958 -0.4442
2.1926 0.1903 -1.2208
-0.0930 1.4621 -0.0821
-0.5196 0.3151 -0.2811
0.4531 -0.3153 1.1033
0.1438 -0.7684 -1.5491
0.4414 0.8072 0.3802
-0.5096 -0.2179 -0.3601
0.4887 0.0301 -0.9979
0.1949 0.3674 0.0421
0.6148 -0.1659 -0.3727
0.5032 -1.3174 -0.5328
-0.3067 0.3343 0.0188
-0.1751 0.7156 -1.1085
0.3608 0.4526 0.0811
0.2715 -0.3291 -0.0585
0.3085 -0.2504 1.1454

=====

No. 5
Formula: C13H4F6MoN6O12S2
Source: the Open Molecules 2025 dataset
Level of theory: ωB97M-V/def2-TZVPD

Total charge: +2
HOMO in eV: -16.698
Molar mass in g mol⁻¹: 710.3
Energy above the lowest of the compared OMol25 structures with the same formula, charge and spin in eV: 0.324
LUMO in eV: -10.69
Kohn-Sham gap in eV: 6.006

Positions of all 44 atoms, in Å:
1 Mo 0.2575 0.6631 0.5895
2 F -0.4849 -1.4617 -2.1208
3 C -0.5044 -0.5126 -3.0408
4 F 0.7221 -0.1622 -3.3596
5 F -1.2189 -0.8618 -4.0753
6 S -1.3483 0.9785 -2.3007
7 O -0.4322 1.3799 -1.1035
8 O -1.4889 1.9917 -3.2646
9 N -2.6353 0.3622 -1.6493
10 S -2.7753 0.3640 -0.0973
11 O -3.0833 1.6165 0.5079
12 O -1.4897 -0.3081 0.4973
13 C -4.1629 -0.8305 0.3504
14 F -5.2173 -0.3944 -0.2804
15 F -4.2859 -0.7333 1.6510
16 F -3.8285 -2.0421 -0.0129
17 O 1.6270 -2.1632 3.0730
18 C 1.7966 -1.3955 2.2106
19 O 0.8390 -0.3148 2.0141
20 C 2.9306 -1.2716 1.2603
21 C 4.1893 -1.7168 1.6399
22 C 5.2330 -1.5287 0.7571
23 C 5.0878 -0.9028 -0.4677
24 C 3.8313 -0.4659 -0.8219
25 C 2.7661 -0.6821 0.0160
26 O 1.4928 -0.2756 -0.3186
27 N 3.6619 0.3180 -2.0540
28 O 4.3725 0.0354 -2.9793
29 O 2.9055 1.2659 -1.9692
30 N 6.5907 -1.9724 1.1572
31 O 6.6882 -2.4742 2.2490
32 O 7.4674 -1.8121 0.3465
33 H 4.3599 -2.1864 2.6001
34 H 5.9398 -0.7534 -1.1191
35 N -1.6580 3.5446 2.9439
36 C -0.6087 3.0966 2.3192
37 O -0.6856 1.9260 1.7312
38 C 0.6389 3.8280 2.2372
39 C 1.4605 3.0706 1.4656
40 N 1.6466 2.0858 0.8542
41 C 0.8354 5.0687 2.8872
42 N 0.8885 6.0793 3.4321
43 H -2.5214 3.0147 2.9342
44 H -1.6447 4.4513 3.3983

Cartesian forces, eV/Å:
-0.1368 -0.4176 1.4017
0.0150 -0.1539 0.0934
0.0164 0.3250 -0.1176
-0.0611 -0.0935 -0.1350
0.1694 -0.0857 0.0071
-0.0106 0.1430 0.3503
0.0677 -0.0292 -0.8698
-0.0574 -0.1384 0.2431
0.0144 -0.0653 0.0600
-0.0411 0.4556 0.1287
0.1248 -0.2714 0.0508
-0.0026 0.3548 0.0633
0.1934 -0.2841 -0.2232
-0.0399 -0.0269 0.0202
-0.0113 0.0128 0.0033
-0.0113 0.0317 -0.0358
-0.0416 0.0134 0.0840
0.0655 -0.0067 -0.0736
-0.3634 -0.0318 -0.3335
-0.1436 -0.1203 0.2459
-0.0365 -0.0988 0.0297
0.0153 0.1506 -0.0297
0.1134 -0.1418 0.0203
0.1216 -0.0487 -0.4026
-0.7372 0.2056 0.3435
0.5432 0.1653 -0.4049
0.7189 0.2959 0.0949
-0.2258 -0.1275 -0.1260
-0.3922 0.0099 -0.1222
0.1277 -0.2581 -0.0249
-0.0572 0.0123 0.1695
0.0515 0.1148 -0.1027
0.0016 -0.0115 -0.0032
0.0017 -0.0006 -0.0035
-0.0927 0.1422 0.0701
0.0682 -0.3812 -0.1826
-0.2184 0.3119 0.1214
0.1850 -0.0574 -0.0272
-0.3464 0.2347 0.2848
0.3831 -0.1433 -0.5950
-0.0063 0.1105 -0.1039
-0.0017 -0.0728 0.0128
0.0450 0.0123 0.0039
-0.0077 -0.0356 0.0143

=====

The lowest energy above the lowest of the compared OMol25 structures with the same formula, charge and spin belongs to which entry?
C16H36AuN5O3P2SSi